Entry 1:
{
  "formula": "C4H8NO2",
  "method": "ωB97M-V/def2-TZVPD",
  "elements": ["H", "O", "H", "H", "H", "O", "H", "H", "H", "C", "H", "C", "N", "C", "C"],
  "xyz": [[0.5666, -2.3450, 0.1083], [2.2592, -0.2888, 0.7615], [-0.0948, -1.7521, 1.6333], [-0.1974, 1.2485, 0.9978], [-1.0425, -0.7695, -1.1104], [-2.0371, -0.3347, 0.6596], [1.4522, 2.1359, -0.6424], [-2.7795, -0.8569, 0.3345], [-0.1974, 2.1935, -1.2625], [-0.8807, -0.5307, -0.0552], [0.9174, 0.9436, -1.8347], [0.1395, 0.6256, 0.1553], [1.0926, -0.3472, 0.6083], [0.6112, 1.5288, -0.9705], [0.1907, -1.4510, 0.6171]],
  "e_tot_ha": -362.06771,
  "homo_lumo_gap_ev": 8.6,
  "total_charge": 1,
  "lumo_ev": -7.00,
  "e_homo_ev": -15.59
}

Entry 2:
{
  "formula": "C4H8NO2",
  "method": "ωB97M-V/def2-TZVPD",
  "elements": ["O", "C", "H", "H", "H", "H", "C", "H", "O", "C", "H", "H", "N", "C", "H"],
  "xyz": [[-0.8637, -1.7730, -0.8054], [0.2691, -2.0575, -0.3719], [2.2233, -1.5461, 0.7663], [0.1689, -3.8521, -0.9084], [-0.9041, 0.7623, -1.4908], [1.8973, 0.6684, 1.1949], [-0.0260, 1.1801, 0.3402], [-2.0636, 1.2091, -0.2707], [0.8673, -3.1654, -0.4963], [1.2117, -1.1435, 0.4027], [0.5458, 1.9540, -0.1124], [-1.1636, -0.5593, -0.3711], [-1.1680, 0.7227, -0.4785], [1.0371, 0.1945, 0.6819], [-0.4655, 1.5657, 1.3129]],
  "e_tot_ha": -362.17581,
  "homo_lumo_gap_ev": 10.6,
  "total_charge": 1,
  "lumo_ev": -4.09,
  "e_homo_ev": -14.72
}

Entry 3:
{
  "formula": "C4H8NO2",
  "method": "ωB97M-V/def2-TZVPD",
  "elements": ["H", "O", "O", "H", "H", "C", "C", "H", "H", "H", "C", "H", "H", "C", "N"],
  "xyz": [[-0.2058, 0.8936, 1.9835], [0.0641, -2.4860, -1.7161], [1.2513, 1.3398, -0.9177], [0.7138, -0.7712, -2.1613], [-0.5334, -3.0812, -1.1897], [0.2779, -1.2376, -1.3164], [0.0821, 1.6289, 1.1647], [-0.8391, 2.2085, 0.8089], [-1.8148, -0.5891, 1.3129], [0.8704, 2.4703, 1.2477], [0.4764, 0.8384, 0.0048], [-0.9431, -1.9896, 0.9915], [1.5163, 2.2442, -0.9410], [-0.0281, -0.4844, -0.1956], [-0.8878, -0.9846, 0.9240]],
  "e_tot_ha": -362.13014,
  "homo_lumo_gap_ev": 8.1,
  "total_charge": 1,
  "lumo_ev": -5.31,
  "e_homo_ev": -13.39
}

Entry 4:
{
  "formula": "C4H8NO2",
  "method": "ωB97M-V/def2-TZVPD",
  "elements": ["H", "H", "H", "O", "C", "C", "H", "N", "H", "C", "O", "C", "H", "H", "H"],
  "xyz": [[1.9786, 2.3836, 0.0482], [-0.3521, -1.5724, -2.3936], [-0.2846, -3.1404, 1.0060], [0.8607, 0.7998, -0.2661], [-0.3459, -1.2456, 0.1257], [-0.3794, 0.1482, -0.3405], [-1.3826, 1.7406, -0.7409], [-0.1091, -2.1766, 1.1628], [0.6965, 2.7491, -1.1400], [-0.5151, -1.0470, -1.3737], [-1.4166, 0.9581, -0.1395], [0.8875, 2.1793, -0.1818], [0.8079, -2.2415, 1.6996], [-0.7186, -1.9815, 1.9798], [0.2727, 2.4461, 0.5539]],
  "e_tot_ha": -361.99874,
  "homo_lumo_gap_ev": 9.6,
  "total_charge": 1,
  "lumo_ev": -4.17,
  "e_homo_ev": -13.78
}

Entry 5:
{
  "formula": "C4H8NO2",
  "method": "ωB97M-V/def2-TZVPD",
  "elements": ["H", "H", "N", "H", "H", "H", "H", "C", "H", "C", "C", "H", "O", "C", "O"],
  "xyz": [[-1.7120, -0.4251, -1.1361], [-1.7647, 1.2622, -0.5921], [-0.3915, 0.1942, 0.5075], [-0.9940, -1.8429, 0.8645], [2.4136, 1.7294, 0.3462], [1.7782, -2.3976, -0.0471], [0.3780, 1.1646, -1.5426], [-0.1066, -1.2822, 0.6259], [-0.4201, 0.8158, 1.2979], [0.9035, 0.7420, -0.2503], [1.0578, -1.5427, -0.0238], [-2.5517, 0.1058, 0.3939], [1.5761, -0.4530, -0.6584], [-1.6734, 0.2948, -0.3101], [1.5069, 1.6348, 0.5247]],
  "spin_multiplicity": 3,
  "e_tot_ha": -361.94208,
  "homo_lumo_gap_ev": [7.6, 9.2],
  "total_charge": 1,
  "lumo_ev": [-2.99, -6.76],
  "e_homo_ev": [-10.56, -15.91],
  "s2": 2.006
}

Entry 6:
{
  "formula": "C4H8NO2S",
  "method": "ωB97M-V/def2-TZVPD",
  "elements": ["N", "H", "H", "H", "H", "C", "H", "O", "O", "S", "C", "H", "H", "H", "C", "C"],
  "xyz": [[1.2097, -0.4409, -0.3408], [1.5626, -0.5228, 0.6158], [2.7729, 0.5431, -1.2060], [-0.5212, 1.7410, 0.1965], [-0.2409, 0.6832, 1.5766], [-0.6065, -1.7111, 0.3654], [0.1829, -2.3143, 0.8588], [-1.7255, -2.1148, 0.5859], [1.7286, 1.8759, -0.0463], [-2.6100, 0.7744, 0.9451], [1.7628, 0.8720, -0.9103], [-2.9716, -0.2960, 0.2415], [1.2428, 1.0449, -1.8703], [-0.7480, -0.4456, -1.3198], [-0.7673, 0.7376, 0.6232], [-0.2713, -0.4265, -0.3155]],
  "spin_multiplicity": 2,
  "e_tot_ha": -760.51117,
  "homo_lumo_gap_ev": [9.7, 6.6],
  "lumo_ev": [0.73, -2.37],
  "e_homo_ev": [-8.97, -8.97],
  "s2": 0.754
}

Entry 7:
{
  "formula": "C4H8NO3",
  "method": "ωB97M-V/def2-TZVPD",
  "elements": ["C", "O", "H", "O", "H", "C", "O", "H", "H", "C", "H", "H", "C", "N", "H", "H"],
  "xyz": [[0.5178, -0.8348, -2.6291], [-0.2963, -0.1379, 1.5335], [-2.0835, 1.8528, 2.4612], [1.1923, -1.7401, -3.1693], [-0.2336, -0.0659, -0.7988], [-1.0219, 2.0488, 2.1613], [-0.8435, 1.3392, -0.0950], [1.4737, -2.4298, -1.0593], [1.7265, -1.2006, 0.2329], [-0.6493, 0.9858, 1.1429], [-0.4022, 1.9504, 3.0944], [-0.9400, 3.0839, 1.7843], [0.9527, -1.7365, -0.4025], [0.2623, -0.8549, -1.3007], [0.0668, 0.0419, -3.1973], [0.2781, -2.3024, 0.2412]],
  "e_tot_ha": -437.77606,
  "homo_lumo_gap_ev": 9.0,
  "total_charge": -1,
  "lumo_ev": 4.07,
  "e_homo_ev": -4.92
}

Entry 8:
{
  "formula": "C4H8NO3",
  "method": "ωB97M-V/def2-TZVPD",
  "elements": ["H", "H", "N", "C", "H", "H", "O", "H", "H", "C", "H", "O", "C", "O", "C", "H"],
  "xyz": [[2.6243, -2.0308, 0.0481], [-2.6962, 2.8061, -1.3481], [0.7565, -1.1151, 0.1724], [-1.0218, 1.5378, -0.7064], [-1.3143, 3.6293, -0.6451], [-1.1787, 3.0516, -2.2968], [-1.7101, 0.9003, 0.1089], [-0.0334, -0.4698, 1.9108], [0.3870, -0.2282, -0.2484], [-1.6063, 2.8212, -1.3230], [1.2648, -2.9708, -0.5475], [0.9822, -2.2230, 2.1549], [0.5794, -1.2734, 1.4854], [0.1570, 1.2600, -1.0670], [1.6994, -1.9631, -0.5262], [1.8798, -1.6915, -1.5617]],
  "e_tot_ha": -437.78544,
  "homo_lumo_gap_ev": 8.8,
  "total_charge": -1,
  "lumo_ev": 3.98,
  "e_homo_ev": -4.81
}

Entry 9:
{
  "formula": "C4H8NO3",
  "method": "ωB97M-V/def2-TZVPD",
  "elements": ["H", "C", "C", "O", "O", "N", "H", "H", "C", "H", "H", "C", "O", "H", "H", "H"],
  "xyz": [[-1.2997, 1.7382, 3.5463], [-0.8217, 0.6806, 1.6896], [2.0497, -0.3388, -0.9054], [-0.2327, -1.2246, -1.4491], [0.3987, 0.6406, 1.7611], [-1.4844, 0.3037, 0.6649], [-1.8329, 0.1199, 3.5456], [-2.3930, 0.4857, 0.5228], [-1.6953, 1.1084, 2.8071], [2.6374, 0.4493, -1.2773], [2.7198, -1.2674, -0.9593], [0.7940, -0.6452, -1.9716], [1.1586, -0.6107, -3.0894], [1.7188, -0.2020, 0.1354], [-0.9818, -0.2110, -0.1725], [-2.7350, 1.4904, 2.5067]],
  "spin_multiplicity": 2,
  "e_tot_ha": -437.59314,
  "homo_lumo_gap_ev": [10.4, 5.8],
  "lumo_ev": [0.73, -3.90],
  "e_homo_ev": [-9.69, -9.68],
  "s2": 0.757
}

Entry 10:
{
  "formula": "C4H8NOS",
  "method": "ωB97M-V/def2-TZVPD",
  "elements": ["H", "H", "H", "C", "H", "O", "H", "H", "H", "S", "H", "C", "C", "C", "N"],
  "xyz": [[-1.4940, 0.3356, 2.3257], [-0.2458, 1.4136, -3.3271], [1.3332, 0.5678, -3.8846], [0.2596, -0.8751, -0.3186], [1.1237, -1.5072, -0.5088], [0.2814, -0.5435, 3.2892], [-2.0973, -0.3312, 0.6954], [-0.6472, -0.8500, -1.0240], [1.6714, -0.6363, 1.9432], [1.2222, 0.7944, -1.3760], [-1.3608, 1.3679, 0.8581], [0.8030, 1.0928, -2.9466], [-1.4269, 0.2211, 1.2657], [-0.1124, -0.4454, 0.9790], [0.6900, -0.6045, 2.0294]],
  "e_tot_ha": -685.25375,
  "homo_lumo_gap_ev": [6.1, 6.1],
  "total_charge": -1,
  "lumo_ev": [3.94, 3.94],
  "e_homo_ev": [-2.21, -2.21]
}

Entry 11:
{
  "formula": "C4H8NOS",
  "method": "ωB97M-V/def2-TZVPD",
  "elements": ["H", "C", "C", "H", "H", "H", "O", "H", "H", "C", "H", "N", "S", "H", "C"],
  "xyz": [[-1.9812, 0.7269, 0.7859], [0.3693, 1.3728, -0.0203], [-0.3428, 0.1402, -0.5321], [0.2432, 1.3982, 1.0579], [-2.2279, -0.8656, -0.0774], [-1.2552, -0.6037, 1.3980], [2.1410, -2.3501, 0.2043], [-0.7313, 0.4578, -1.5911], [1.0697, -1.1114, 1.3451], [-1.5176, -0.1824, 0.3902], [1.4492, 1.4504, -0.2094], [0.6429, -0.9593, -0.7363], [-0.2038, 2.9495, -0.7098], [1.1101, -0.8882, -1.6438], [1.2343, -1.5349, 0.3386]],
  "e_tot_ha": -685.42056,
  "homo_lumo_gap_ev": 6.3,
  "total_charge": -1,
  "lumo_ev": 3.74,
  "e_homo_ev": -2.56
}

Entry 12:
{
  "formula": "C4H8NOS",
  "method": "ωB97M-V/def2-TZVPD",
  "elements": ["H", "C", "N", "H", "S", "H", "C", "H", "C", "C", "H", "H", "H", "H", "O"],
  "xyz": [[-0.2458, 0.0475, 1.0271], [0.4066, -0.3544, -1.6063], [-1.0652, 0.0434, 0.4012], [-0.6594, -1.8195, -0.4244], [1.9380, -0.8312, 0.8029], [0.1400, 0.4606, -2.2958], [-0.7872, -0.7990, -0.7654], [1.5768, 1.0819, -0.5336], [1.6493, 0.0265, -0.8047], [-1.8982, 1.1027, 0.2364], [-1.9012, 1.5615, -0.7710], [-1.6996, -0.7657, -1.3634], [2.5432, -0.1208, -1.4131], [0.5587, -1.1672, -2.3228], [-2.5401, 1.6323, 1.1162]],
  "e_tot_ha": -685.42965,
  "homo_lumo_gap_ev": 6.7,
  "total_charge": -1,
  "lumo_ev": 3.86,
  "e_homo_ev": -2.84
}